Here is a structure of composition C4H6N2O2 from the Open Molecules 2025 dataset. Energies are from wB97M-V/def2-TZVPD.

Structure (XYZ):
```
14
Properties=species:S:1:pos:R:3:forces:R:3
C 1.599472 -1.108929 -0.077283 3.51 2.60 -1.41
C -0.691309 -0.782433 0.099948 -7.08 -1.03 -1.26
C -1.715202 0.171365 -0.151924 -0.41 -6.27 1.78
C 0.197608 1.223112 -0.111420 6.44 0.75 0.17
H 2.338891 -0.905103 -1.036111 -1.59 -0.26 2.52
H 1.180398 -2.100497 -0.350303 0.59 0.54 1.15
H 2.245166 -0.870773 0.922797 -1.60 -1.37 -2.34
H -0.959422 -1.884162 0.210882 1.10 1.73 -0.21
H -3.483089 0.668320 0.912048 1.39 -2.68 -4.83
H 2.042622 2.124903 0.106738 -2.38 -0.37 -0.27
N 0.472620 -0.174044 -0.157091 1.12 -0.06 0.81
N 0.987403 2.290223 0.010033 -0.59 -2.36 -0.26
O -3.128745 0.054364 -0.164671 1.55 3.46 4.93
O -1.086413 1.293658 -0.213643 -2.07 5.32 -0.77
```
Forces are in eV/Å.

Computed properties:
LUMO: -0.078 eV
F_max: 7.26 eV/A